Record 1
Molecular formula: C2H8NOPS
Method: DFT, ωB97M-V/def2-TZVPD

Geometry (Å):
C: 1.8288 -0.5647 0.2677
C: 1.0067 0.7371 0.6307
N: 0.1134 0.9594 -0.5170
O: -2.7779 0.2748 0.4944
P: -2.7084 -1.1266 -0.1347
S: -1.1428 2.0305 -0.3810
H: 1.1365 -1.4028 0.1548
H: 2.4167 -0.3255 -0.5926
H: 2.3271 -0.9655 1.0859
H: 0.4783 0.7546 1.5312
H: 1.6658 1.5695 0.6449
H: 0.5712 0.7858 -1.3308
H: -1.4230 -1.4179 -0.5723
H: -3.4923 -1.3087 -1.2813

Cartesian forces, eV/Å:
-2.755 1.109 0.634
1.122 -1.456 -2.486
-2.056 1.125 3.798
0.031 -1.034 -0.624
-0.471 0.828 1.348
0.637 -0.503 -0.457
-0.277 0.254 -0.978
0.550 -0.423 -0.429
1.884 0.021 1.478
-1.015 -0.457 1.283
0.921 0.788 0.294
0.929 -0.432 -3.169
0.534 -0.047 -0.293
-0.034 0.227 -0.399

## Properties
**Calculated total energy**: -950.41901 Ha
**E_HOMO (spin up / spin down)**: -7.7 / -8.6 eV
**Charge**: 0
**ΔE to the lowest compared entry with this formula, charge and spin**: 128.6 kcal per mole
**Orbital gap (spin up / spin down)**: 6.36 / 8.15 eV
**Maximum force**: 4.46 eV/Å
**LUMO (spin up / spin down)**: -1.367 / -0.417 eV

These are the natural (NBO) partial charges, in e, on atoms 1 to 4:
1 C -0.627
2 C -0.220
3 N -0.713
4 O -0.904

Record 2
Molecular formula: C2H8NOS
Method: DFT, ωB97M-V/def2-TZVPD

Geometry (Å):
C: 0.7324 -0.4147 -1.1337
C: 1.3488 0.7810 -0.4441
S: -0.0001 1.8988 0.1461
N: 0.0973 -1.3159 -0.1700
H: 0.1793 -0.0752 -2.0490
H: 1.4951 -1.0565 -1.6029
H: 1.9710 0.3888 0.3585
H: 1.9899 1.4245 -1.0646
H: -0.0793 -0.8130 0.6933
H: -0.8112 -1.6014 -0.5116
H: -1.9760 0.8180 1.5176
H: -2.2730 -0.2023 2.5243
O: -2.6743 0.1679 1.7361

Cartesian forces, eV/Å:
1.091 -0.456 -1.478
-0.602 0.662 0.093
0.150 -0.041 0.437
-0.507 -0.069 -0.147
-0.492 -0.177 1.168
0.507 0.267 0.011
0.086 0.116 0.348
-0.118 -0.630 -0.202
-0.195 0.288 -0.179
-0.073 0.046 0.143
-0.023 0.066 -0.774
-0.181 -0.366 0.272
0.356 0.295 0.308

## Properties
**Calculated total energy**: -609.20911 Ha
**E_HOMO**: -2.7 eV
**Charge**: -1
**ΔE to the lowest compared entry with this formula, charge and spin**: 9.3 kcal per mole
**Orbital gap**: 6.75 eV
**Maximum force**: 1.89 eV/Å
**LUMO**: 4.088 eV

These are the natural (NBO) partial charges, in e, on atoms 1 to 4:
1 C -0.228
2 C -0.527
3 S -0.755
4 N -0.864

Q: ΔE to the lowest compared entry with this formula, charge and spin of number 1 (C2H8NOPS)?
A: 128.6 kcal per mole

Q: Among the records above, which one has the lowest calculated total energy?
A: C2H8NOPS